No. 1
DFT (wB97M-V/def2-TZVPD) results for C30H78FInNO12 as an isolated structure at a distorted geometry.

Last column: Mulliken charge in e.
CARTESIAN COORDINATES (ANGSTROEM)
C  0.9085  0.2244  2.6396  -0.95
C  2.2252  -0.5525  2.1624  0.58
C  2.3582  -0.3352  0.5797  -0.54
In  1.2443  -1.9255  -0.6362  0.88
C  -0.3848  -2.9589  0.5268  -0.88
C  0.1218  -3.7892  1.7901  0.51
C  -1.2025  -4.2716  2.5836  -0.56
F  -1.7267  -3.0771  3.2317  -0.34
C  0.2656  -0.7716  -2.3428  -0.28
C  -1.2420  -1.1759  -2.6279  -0.53
O  -2.1095  -1.1315  -1.4628  -0.24
C  -2.0273  0.1094  -0.8154  0.20
O  -2.7771  1.0409  -1.1266  -0.60
N  2.7540  -3.2495  -1.3839  0.22
C  2.6362  -3.5282  -2.8431  -0.69
C  2.8923  -4.4467  -0.5959  0.38
C  2.0024  -5.7557  -0.7235  -0.99
O  3.8265  -4.4729  0.2626  -0.57
H  -0.0156  -0.2895  2.2346  0.04
H  0.9589  1.2641  2.1598  0.27
H  0.9333  0.3362  3.7657  0.40
H  3.1551  -0.0678  2.6339  0.35
H  2.2566  -1.6433  2.4605  -0.57
H  2.0454  0.7071  0.2333  -0.16
H  3.4692  -0.4357  0.3335  -0.02
H  -1.1837  -2.2226  0.8869  0.13
H  -0.8902  -3.7178  -0.1754  0.34
H  0.7187  -3.1972  2.5448  -0.13
H  0.6525  -4.7390  1.4763  -0.12
H  -0.9878  -5.0821  3.3454  0.32
H  -1.9890  -4.5623  1.8216  0.28
H  0.8901  -0.9750  -3.2851  0.34
H  0.3994  0.3513  -2.1426  -0.26
H  -1.3611  -2.1693  -3.1821  0.23
H  -1.6580  -0.3892  -3.3604  0.25
H  -1.2742  0.2045  0.0329  0.37
H  3.6066  -4.0618  -3.1570  0.16
H  2.5885  -2.5727  -3.4447  0.19
H  1.7880  -4.2569  -3.0493  0.24
H  0.9205  -5.4424  -0.8486  0.19
H  2.3823  -6.4199  -1.5712  0.35
H  2.1577  -6.3530  0.2302  0.30
C  -0.6767  4.4087  -3.4655  -1.16
C  -0.5896  2.8968  -3.5455  -0.21
O  -0.1988  2.3581  -2.2904  -0.21
H  0.2866  4.8330  -3.1717  0.26
H  -0.9711  4.8348  -4.4280  0.38
H  -1.4045  4.7145  -2.7086  0.27
H  0.1533  2.5954  -4.2867  0.34
H  -1.5552  2.4646  -3.8285  0.24
H  -0.8648  2.6194  -1.6404  0.05
C  4.0076  -3.4965  4.1407  -0.93
C  3.5695  -4.9478  4.1186  -0.26
O  2.3615  -5.0867  3.3831  -0.46
H  3.2335  -2.8693  4.5904  0.24
H  4.9336  -3.3762  4.7092  0.44
H  4.1683  -3.1263  3.1243  0.18
H  3.3889  -5.3086  5.1337  0.31
H  4.3368  -5.5795  3.6585  0.28
H  2.5319  -4.7738  2.4827  0.14
C  -5.5655  0.4605  0.9971  -0.60
C  -6.6958  1.2397  0.3562  -0.11
O  -6.5227  2.6337  0.5852  -0.52
H  -5.5301  0.6507  2.0728  0.30
H  -5.6883  -0.6127  0.8326  0.35
H  -4.6016  0.7712  0.5860  -0.14
H  -7.6554  0.9425  0.7845  0.31
H  -6.7297  1.0626  -0.7238  0.12
H  -5.6770  2.8887  0.1958  0.26
C  -8.3720  -1.3544  -2.1533  -0.86
C  -8.0880  -0.8575  -3.5571  -0.24
O  -9.2563  -0.9629  -4.3650  -0.54
H  -8.7061  -2.3945  -2.1750  0.31
H  -7.4801  -1.2833  -1.5266  0.16
H  -9.1740  -0.7712  -1.6910  0.33
H  -7.3026  -1.4552  -4.0225  0.29
H  -7.7636  0.1880  -3.5428  0.25
H  -9.9435  -0.4254  -3.9539  0.30
C  -4.0045  5.4964  2.1048  -1.01
C  -2.9220  4.9371  1.2012  0.06
O  -1.8554  4.4037  1.9764  -0.53
H  -3.5989  6.2790  2.7497  0.29
H  -4.8252  5.9136  1.5178  0.26
H  -4.4021  4.7161  2.7610  0.37
H  -2.5133  5.7231  0.5635  0.31
H  -3.3200  4.1432  0.5594  -0.03
H  -2.2196  3.7031  2.5308  0.29
C  4.2677  2.6065  -2.8753  -1.21
C  3.5859  2.6675  -1.5224  0.19
O  4.3442  1.9504  -0.5549  -0.42
H  4.3833  1.5693  -3.1990  0.26
H  3.6908  3.1490  -3.6283  0.36
H  5.2717  3.0388  -2.8229  0.41
H  2.5935  2.2160  -1.5743  -0.09
H  3.4768  3.7043  -1.1867  0.24
H  5.2181  2.3602  -0.5073  0.27
C  -7.8333  9.2434  2.7573  -1.03
C  -6.7457  8.6822  1.8620  -0.25
O  -5.6850  8.1502  2.6463  -0.48
H  -7.4307  10.0270  3.4036  0.26
H  -8.6510  9.6605  2.1647  0.33
H  -8.2355  8.4649  3.4117  0.33
H  -6.3322  9.4667  1.2257  0.29
H  -7.1407  7.8883  1.2194  0.24
H  -6.0541  7.4512  3.1997  0.29
C  7.4541  -5.5665  -0.5072  -0.82
C  7.7663  -5.0480  -1.8964  -0.17
O  6.6175  -5.1483  -2.7288  -0.51
H  7.1262  -6.6080  -0.5512  0.27
H  8.3312  -5.4999  0.1420  0.35
H  6.6384  -4.9936  -0.0569  0.14
H  8.5660  -5.6344  -2.3540  0.28
H  8.0840  -4.0005  -1.8596  0.20
H  5.9169  -4.6199  -2.3228  0.25
C  7.5594  -0.1730  0.1429  -0.89
C  7.3187  0.1259  1.6098  -0.14
O  6.6408  1.3681  1.7561  -0.55
H  8.1526  0.6216  -0.3177  0.29
H  8.0851  -1.1229  0.0186  0.29
H  6.6122  -0.2218  -0.4019  0.22
H  8.2670  0.1952  2.1468  0.32
H  6.7155  -0.6610  2.0737  0.18
H  5.7984  1.2958  1.2862  0.31

Values from the calculation:
HOMO-LUMO gap = 0.2452 Ha
E_LUMO = 2.0 eV
HOMO energy = -0.1707 hartree
Charge = -1

***

No. 2
DFT (wB97M-V/def2-TZVPD) results for a 6-piece molecular cluster, C30H80BF4N5O10 overall at a distorted geometry.

Last column: Mulliken charge in e.
CARTESIAN COORDINATES (ANGSTROEM)
C  -2.7013  3.7018  -4.3574  -0.87
O  -2.2891  2.3397  -4.3089  -0.28
C  -3.2663  1.5150  -3.7403  -0.55
C  -2.7406  0.0772  -3.6532  -0.38
N  -1.2486  0.0881  -3.5704  0.55
H  -0.8045  0.6470  -4.3130  0.70
H  -0.9098  0.6171  -2.7533  -0.49
C  -0.7141  -1.2821  -3.5469  -0.79
C  0.7566  -1.4541  -3.9562  -0.86
O  1.0495  -0.4649  -4.9324  -0.40
C  2.2530  -0.7445  -5.6309  -0.94
H  -3.6476  3.8008  -4.8912  0.33
H  -1.9171  4.3036  -4.8047  0.28
H  -2.8328  4.0492  -3.3218  0.33
H  -4.1413  1.5150  -4.4094  0.50
H  -3.7125  1.9048  -2.8119  0.27
H  -3.0429  -0.4392  -4.5562  0.49
H  -3.0287  -0.3565  -2.7000  0.19
H  -1.1812  -1.9494  -4.2753  0.48
H  -0.9196  -1.7740  -2.5985  0.21
H  0.9309  -2.4485  -4.3730  0.75
H  1.4739  -1.3341  -3.1318  0.38
H  3.1150  -0.6284  -4.9738  0.31
H  2.2412  -0.1604  -6.5473  0.37
H  2.2671  -1.7791  -6.0007  0.35
C  1.1992  -4.6245  -2.0134  -0.33
O  2.5032  -4.4674  -2.5876  -0.16
C  3.2267  -5.6820  -2.4663  -0.69
C  4.7131  -5.3513  -2.5134  -0.66
N  5.0854  -4.6316  -3.7593  -0.08
H  4.7958  -5.1359  -4.6050  0.44
H  4.4846  -3.8020  -3.8877  0.33
C  6.5257  -4.2181  -3.8565  -0.66
C  6.6870  -3.0028  -4.7487  -0.51
O  5.6616  -2.0904  -4.3904  -0.28
C  5.9130  -0.7695  -4.8653  -0.75
H  1.3520  -4.7426  -0.9368  0.38
H  0.6432  -5.4860  -2.3864  0.39
H  0.6147  -3.7190  -2.1508  -0.33
H  2.8940  -6.3629  -3.2551  0.39
H  3.0931  -6.1598  -1.4907  0.44
H  5.3150  -6.2429  -2.3551  0.43
H  4.8813  -4.6650  -1.6845  0.36
H  7.0221  -5.0676  -4.3269  0.37
H  6.9423  -4.0677  -2.8646  0.37
H  6.5207  -3.3102  -5.7880  0.35
H  7.6904  -2.6011  -4.6066  0.43
H  5.8506  -0.7148  -5.9525  0.38
H  6.8648  -0.3817  -4.4986  0.38
H  5.1520  -0.1199  -4.4366  0.10
C  -9.0048  1.6831  -2.8190  -0.79
O  -8.1651  1.7247  -1.6682  -0.35
C  -8.2448  0.5668  -0.8657  -0.83
C  -6.9338  0.4511  -0.1098  -0.25
N  -6.6342  1.8341  0.4302  -0.10
H  -6.0692  2.3842  -0.2144  0.40
H  -7.5329  2.3291  0.4183  0.42
C  -6.0574  1.9356  1.8150  -1.07
C  -4.7216  1.2190  1.9293  0.06
O  -5.0126  -0.1598  2.0026  -0.38
C  -3.8900  -1.0245  2.0329  -0.56
H  -8.9371  2.6619  -3.2888  0.26
H  -10.0572  1.5348  -2.5653  0.34
H  -8.6919  0.9079  -3.5210  0.33
H  -8.5353  -0.3168  -1.4402  0.53
H  -9.0639  0.6482  -0.1335  0.37
H  -6.0956  0.1153  -0.7150  0.17
H  -7.0269  -0.2219  0.7373  0.33
H  -6.7620  1.5236  2.5323  0.36
H  -5.8744  2.9988  1.9707  0.47
H  -4.1358  1.5042  2.8048  0.56
H  -4.1508  1.3871  0.9993  -0.02
H  -3.0992  -0.6809  2.7012  0.24
H  -3.4258  -1.2312  1.0615  0.09
H  -4.2843  -1.9960  2.3278  0.37
C  1.7639  1.8193  -2.8380  -0.33
O  0.4950  2.4087  -2.6277  0.06
C  0.5390  3.8058  -2.3923  -0.84
C  0.7037  4.0832  -0.8952  -0.50
N  -0.3088  3.3359  -0.0777  0.52
H  -1.2205  3.5724  -0.4710  0.37
H  -0.2436  2.3182  -0.2529  -0.29
C  -0.2532  3.4710  1.4210  -0.56
C  1.0688  3.1307  2.0562  -0.25
O  2.0594  4.0155  1.6018  -0.38
C  3.3428  3.8258  2.2073  -0.75
H  2.2886  2.2986  -3.6724  0.48
H  1.6378  0.7797  -3.1022  -0.52
H  2.4141  1.9215  -1.9636  0.36
H  -0.3716  4.2375  -2.8069  0.24
H  1.4114  4.2161  -2.9041  0.41
H  0.5474  5.1351  -0.6527  0.53
H  1.7061  3.8375  -0.5680  0.29
H  -1.0755  2.8496  1.7694  0.23
H  -0.4527  4.5153  1.6694  0.40
H  1.3828  2.0905  1.8868  0.26
H  0.9710  3.2519  3.1421  0.48
H  3.3232  4.0830  3.2681  0.30
H  4.0217  4.4888  1.6835  0.27
H  3.6035  2.7730  2.0669  0.32
C  -0.0418  -1.0192  10.6506  -0.76
O  0.8689  -0.9965  9.5538  -0.36
C  2.1957  -0.7161  9.9746  -0.59
C  3.1025  -1.0017  8.8100  -0.60
N  2.4988  -0.2802  7.5978  -0.23
H  1.5396  -0.6422  7.5484  0.53
H  2.4843  0.7201  7.7951  0.37
C  3.2737  -0.4368  6.3068  -0.87
C  2.4462  0.0547  5.1431  -0.32
O  1.2729  -0.7108  5.1395  -0.37
C  0.5632  -0.6887  3.9064  -0.68
H  -0.9434  -1.5316  10.3207  0.26
H  -0.3248  -0.0066  10.9522  0.32
H  0.3564  -1.5601  11.5099  0.32
H  2.5295  -1.2830  10.8467  0.46
H  2.1988  0.3472  10.2498  0.37
H  3.1890  -2.0486  8.5355  0.39
H  4.0639  -0.5052  8.9346  0.37
H  3.4539  -1.5126  6.2815  0.34
H  4.2406  0.0421  6.4494  0.43
H  3.0669  -0.0421  4.2452  0.45
H  2.2014  1.1219  5.2419  0.32
H  0.0559  0.2680  3.7456  0.24
H  -0.1727  -1.4863  3.8885  0.30
H  1.2200  -0.8290  3.0421  0.28
B  -0.5666  -0.3448  0.0183  0.18
F  -1.7359  -0.3071  -0.8115  -0.36
F  0.0141  -1.5928  -0.0606  -0.30
F  0.3284  0.6252  -0.5256  -0.34
F  -0.9482  -0.0074  1.3253  -0.16

Values from the calculation:
HOMO-LUMO gap = 0.3432 Ha
E_LUMO = -7.9 eV
HOMO energy = -0.6331 hartree
Charge = +4
Energy relative to the best compared isomer or geometry (same formula, charge and spin) = 0.000 eV

***

Q: The highest charge belongs to which entry?
A: C30H80BF4N5O10